{
  "formula": "C56H128F5N8O11S3",
  "method": "ωB97M-V/def2-TZVPD",
  "orbital_gap_ev": [3.219, 7.529],
  "e_homo_ev": [-10.51, -14.82],
  "e_tot_ha": -5168.34457,
  "multiplicity": 2,
  "charge": 4,
  "fmax_ev_per_a": 9.40,
  "lumo_energy_ha": [-0.26794, -0.26794],
  "species": ["C", "F", "F", "F", "S", "O", "O", "O", "C", "C", "N", "C", "C", "C", "C", "C", "O", "C", "H", "H", "H", "H", "H", "H", "H", "H", "H", "H", "H", "H", "H", "H", "H", "H", "H", "H", "H", "H", "C", "C", "N", "C", "C", "C", "C", "C", "O", "C", "H", "H", "H", "H", "H", "H", "H", "H", "H", "H", "H", "H", "H", "H", "H", "H", "H", "H", "H", "H", "C", "C", "O", "N", "H", "H", "C", "H", "H", "H", "H", "H", "H", "C", "C", "O", "N", "H", "H", "C", "H", "H", "H", "H", "H", "H", "C", "C", "C", "C", "N", "C", "C", "C", "C", "C", "C", "C", "H", "H", "H", "H", "H", "H", "H", "H", "H", "H", "H", "H", "H", "H", "H", "H", "H", "H", "H", "H", "H", "H", "H", "H", "C", "C", "C", "C", "N", "C", "C", "C", "C", "C", "C", "C", "H", "H", "H", "H", "H", "H", "H", "H", "H", "H", "H", "H", "H", "H", "H", "H", "H", "H", "H", "H", "H", "H", "H", "H", "C", "C", "C", "C", "N", "C", "C", "C", "C", "C", "C", "C", "H", "H", "H", "H", "H", "H", "H", "H", "H", "H", "H", "H", "H", "H", "H", "H", "H", "H", "H", "H", "H", "H", "H", "H", "N", "S", "O", "O", "F", "S", "O", "O", "F"],
  "xyz": [[0.8050, -1.5046, 0.6578], [0.5170, -2.4467, -0.1579], [0.8189, -2.0559, 1.8784], [1.9725, -0.9978, 0.2989], [-0.5802, -0.0588, 0.6299], [0.0073, 1.0633, 1.2649], [-0.9689, 0.1656, -0.7229], [-1.5796, -0.6879, 1.4645], [2.5227, -2.3583, -3.0066], [1.4096, -3.2359, -3.4729], [1.6810, -4.7110, -3.4380], [1.9327, -5.1264, -1.9917], [0.3608, -5.5136, -3.8682], [-0.9474, -5.0813, -3.2753], [2.8321, -5.1949, -4.3000], [3.1971, -6.6619, -4.3641], [4.4401, -6.8844, -3.7547], [5.0837, -8.1069, -4.1100], [2.1948, -1.3304, -2.8514], [3.3114, -2.2252, -3.7471], [3.2290, -2.6120, -2.2161], [1.2377, -3.0320, -4.5298], [0.5148, -2.9776, -2.9065], [1.0905, -4.7885, -1.3878], [2.9320, -4.8125, -1.6901], [1.9576, -6.1982, -1.7951], [0.4671, -6.5551, -3.5650], [0.3885, -5.5648, -4.9567], [-1.2179, -4.0694, -3.5771], [-1.1976, -5.2729, -2.2319], [-1.8591, -5.5460, -3.6507], [3.7914, -4.7202, -4.0936], [2.5006, -4.8373, -5.2748], [3.3779, -6.9339, -5.4040], [2.3825, -7.3025, -4.0263], [4.5780, -9.0307, -3.8289], [6.0544, -8.1906, -3.6211], [5.0908, -8.2185, -5.1943], [6.9439, -1.9021, 6.7179], [6.4186, -1.4458, 5.2946], [5.0080, -0.7322, 5.1560], [5.1911, 0.6462, 5.9682], [4.7799, -0.4597, 3.5881], [4.2886, -1.8008, 2.9041], [3.9495, -1.5771, 5.9125], [2.5712, -0.8505, 5.8288], [2.3397, 0.0212, 4.7865], [0.9579, 0.1502, 4.4558], [7.7061, -1.2359, 7.1222], [7.2237, -2.9466, 6.5810], [6.2509, -1.8698, 7.5586], [6.1655, -2.4465, 4.9445], [7.1332, -0.9206, 4.6609], [4.5337, 1.3452, 5.4512], [6.2053, 0.9527, 5.7124], [5.0459, 0.4092, 7.0222], [5.8016, -0.2716, 3.2582], [3.9973, 0.2900, 3.4718], [3.2731, -2.0420, 3.2181], [4.9896, -2.6354, 2.9144], [4.3547, -1.5493, 1.8456], [4.2333, -1.7160, 6.9557], [3.8404, -2.5727, 5.4823], [2.3279, -0.2806, 6.7255], [1.8415, -1.6523, 5.7149], [0.3177, 0.3485, 5.3155], [0.6691, -0.7492, 3.9120], [0.8408, 1.0285, 3.8211], [-6.4026, -0.2736, 3.5960], [-5.2522, 0.6280, 3.7984], [-5.1497, 1.6356, 3.1752], [-4.1802, 0.1117, 4.7413], [-3.9578, 0.8130, 5.4333], [-4.5222, -0.6268, 5.3394], [-2.9713, -0.4773, 3.9010], [-6.1604, -1.2353, 3.1438], [-7.1025, 0.0310, 2.8179], [-7.0702, -0.3007, 4.4573], [-2.6191, 0.4156, 3.3844], [-3.3842, -1.2876, 3.3000], [-2.3690, -0.8958, 4.7073], [2.5539, -4.8831, 1.7995], [3.9494, -5.1411, 1.2546], [4.5007, -4.2208, 0.7189], [4.7368, -6.3361, 1.7874], [4.9039, -6.4720, 2.7741], [4.1916, -7.1669, 1.6064], [5.9804, -6.5055, 0.8339], [2.1514, -4.0339, 1.2473], [2.5649, -4.4705, 2.8083], [1.9304, -5.7292, 1.5107], [5.7822, -5.9662, -0.0925], [5.9695, -7.5941, 0.7798], [6.8744, -6.1947, 1.3744], [-2.8584, -1.6393, -5.3745], [-3.7677, -2.7297, -4.7323], [-4.0749, -2.4149, -3.2247], [-4.7694, -1.0051, -3.1281], [-5.9882, -0.8935, -2.1778], [-6.4005, 0.5684, -2.0562], [-5.7044, 1.2089, -0.8966], [-4.9867, -0.0286, -0.1395], [-5.6091, -1.2641, -0.7223], [-7.2147, -1.8407, -2.5655], [-7.9059, -1.4852, -3.8907], [-9.3145, -2.2279, -4.0315], [-2.5425, -1.0454, -4.5169], [-3.4740, -1.0722, -6.0729], [-1.9335, -1.9513, -5.8595], [-3.3554, -3.7338, -4.6335], [-4.6845, -2.8129, -5.3160], [-3.0938, -2.3830, -2.7507], [-4.5762, -3.2285, -2.7005], [-5.2637, -0.6369, -4.0271], [-4.1216, -0.2848, -2.6286], [-7.4784, 0.5568, -1.8950], [-6.2490, 1.0170, -3.0380], [-6.3216, 1.5622, -0.0706], [-4.8580, 1.8551, -1.1293], [-5.2101, -0.0219, 0.9273], [-3.9038, -0.1510, -0.1617], [-6.5478, -1.3585, -0.1764], [-5.0106, -2.1739, -0.6761], [-8.0037, -1.7625, -1.8175], [-7.0494, -2.9180, -2.5799], [-7.3131, -1.8234, -4.7406], [-7.8729, -0.4251, -4.1423], [-10.1108, -1.6221, -3.5990], [-9.3808, -3.2170, -3.5784], [-9.7154, -2.2504, -5.0448], [4.9069, 5.0186, -0.6926], [5.0519, 3.7323, -1.2711], [4.0153, 3.1296, -2.3469], [2.5270, 3.2361, -1.8752], [1.4855, 3.0911, -3.0459], [1.3899, 4.3301, -3.9097], [-0.0922, 4.7723, -3.8403], [-0.5508, 4.2932, -2.4373], [0.1205, 2.9391, -2.3462], [1.7817, 1.8057, -3.9505], [0.9822, 1.6529, -5.2641], [1.1421, 0.1165, -5.6583], [3.9808, 5.4838, -0.3550], [5.3324, 5.8037, -1.3177], [5.4977, 5.0972, 0.2200], [4.9440, 2.9569, -0.5127], [6.1085, 3.7959, -1.5314], [4.3795, 2.1704, -2.7148], [4.1232, 3.7289, -3.2510], [2.2192, 4.2359, -1.5691], [2.4208, 2.4578, -1.1195], [1.8115, 4.0167, -4.8648], [2.0181, 5.1636, -3.5956], [-0.6439, 4.4259, -4.7142], [-0.1756, 5.8584, -3.8784], [-1.6185, 4.2416, -2.2240], [-0.2819, 5.1022, -1.7580], [-0.4573, 2.2238, -2.9316], [0.2387, 2.4933, -1.3586], [1.5635, 1.0305, -3.2160], [2.8280, 2.0510, -4.1328], [1.4917, 2.2234, -6.0407], [-0.0807, 1.8902, -5.2187], [2.1262, -0.3083, -5.4604], [0.7282, 0.0696, -6.6656], [0.5716, -0.4950, -4.9593], [-1.8008, 10.3348, 2.5774], [-2.8800, 9.3060, 2.4587], [-2.2989, 7.9788, 1.8467], [-1.3456, 7.2127, 2.8359], [-0.3595, 6.1861, 2.1524], [0.2779, 5.4371, 3.3845], [1.5490, 6.2261, 3.6934], [2.1115, 6.6990, 2.2938], [0.8741, 6.9660, 1.5054], [-1.0766, 5.2557, 1.1164], [-2.0198, 4.2670, 1.8682], [-2.9938, 3.7114, 0.8125], [-1.4975, 10.7195, 1.6037], [-0.8323, 9.9555, 2.9035], [-2.0385, 11.2019, 3.1935], [-3.6652, 9.8153, 1.9001], [-3.3365, 9.0639, 3.4184], [-2.0066, 8.1636, 0.8130], [-3.2487, 7.4923, 1.6248], [-2.0340, 6.7808, 3.5622], [-0.7003, 7.8277, 3.4632], [0.6541, 4.5186, 2.9340], [-0.3900, 5.3554, 4.2420], [2.1444, 5.6029, 4.3608], [1.3591, 7.0237, 4.4116], [2.7526, 5.9973, 1.7603], [2.8216, 7.5182, 2.4063], [1.0076, 6.5527, 0.5057], [0.5493, 8.0064, 1.5080], [-0.3231, 4.8321, 0.4523], [-1.5748, 5.9761, 0.4676], [-2.4778, 4.6390, 2.7847], [-1.4792, 3.4005, 2.2491], [-3.7676, 4.4511, 0.6066], [-3.3774, 2.8053, 1.2814], [-2.5141, 3.4322, -0.1256], [-3.2123, -5.2455, 1.2983], [-2.6032, -3.9218, 1.2708], [-2.0906, -3.4248, 0.0084], [-2.0674, -3.5077, 2.5841], [-3.9925, -3.1477, 1.3603], [-1.6756, -6.0090, 1.4676], [-1.1563, -6.0457, 2.8112], [-0.7369, -5.8655, 0.2803], [-2.2243, -7.4909, 1.3391]],
  "forces_ev_per_angstrom": [[-2.337, 2.450, 0.918], [-0.570, -1.650, -1.903], [0.676, 0.612, 0.143], [1.193, 0.325, 0.347], [-0.147, -3.493, 1.434], [1.778, 2.404, 0.926], [-0.071, 0.122, -2.053], [-0.557, 0.005, -0.044], [2.332, 1.045, -0.458], [0.226, -0.154, -0.580], [-1.162, -2.606, 2.234], [0.107, -0.138, 0.310], [0.559, -0.764, -0.039], [-1.509, 1.280, -0.144], [-0.238, 1.043, -1.101], [0.115, -0.788, -0.622], [0.111, -0.015, 1.264], [-0.524, -0.595, -0.310], [-0.391, -0.183, 0.314], [-0.247, -0.117, -0.869], [-1.037, -0.515, 0.874], [-0.290, 0.149, -0.062], [-0.012, -0.671, 0.003], [0.352, 0.483, 0.140], [-0.326, 0.605, 0.208], [-0.159, -0.217, -0.937], [0.725, 0.145, 0.168], [-0.200, 0.553, -0.041], [0.326, 0.433, 0.520], [1.135, 0.438, 0.481], [0.564, -1.003, -1.025], [-0.356, 0.582, 0.540], [0.303, -0.180, -0.289], [-0.539, 0.197, -0.463], [0.104, -0.287, 0.377], [-0.691, 0.188, 0.630], [0.012, 0.595, -0.387], [0.682, 0.380, -0.242], [-0.424, 1.451, -0.255], [-1.895, -1.652, 1.023], [1.615, 0.860, 1.832], [0.002, -1.716, -2.361], [-0.132, -3.062, 1.375], [0.866, 1.795, -0.069], [-0.477, 1.549, -1.599], [-0.707, -0.992, 1.096], [0.402, 1.092, -1.227], [0.326, 0.158, -0.366], [0.556, -0.389, -0.465], [0.531, 0.335, 0.342], [-0.647, -0.166, -0.398], [0.268, 0.354, -1.147], [-0.114, -0.083, 0.260], [-0.373, -0.008, 0.818], [0.014, 0.014, 0.463], [-0.085, 0.464, -0.237], [-0.369, 0.642, -0.178], [0.661, 0.099, 0.130], [0.155, -0.155, -0.283], [-0.106, -0.028, 0.676], [-0.708, -0.065, -0.190], [0.180, 0.326, -0.205], [0.432, 0.207, -0.362], [0.268, -0.360, 0.588], [-0.156, -0.310, 0.490], [0.116, -0.334, 0.435], [-0.428, 0.063, 0.047], [0.238, -0.231, -0.275], [-1.364, -0.758, -0.502], [-1.235, -0.021, -1.429], [1.397, 0.104, 1.052], [-0.336, -0.257, -0.590], [0.737, 0.810, -0.189], [-0.628, -0.681, -0.132], [-1.072, 0.822, 1.411], [0.541, -0.554, 1.008], [0.409, 1.132, -0.077], [0.401, -0.652, 0.414], [0.468, -0.741, -0.198], [0.219, 0.239, -0.291], [0.574, 0.136, -0.572], [0.685, -0.416, -0.692], [-4.398, -2.170, 0.742], [3.864, 3.596, -1.770], [0.486, -0.081, -2.221], [0.968, 0.655, 1.146], [-0.532, -0.002, -0.286], [-0.990, -0.927, 2.063], [0.249, -0.183, -0.359], [-0.422, -0.730, 0.753], [-0.520, -0.004, 1.173], [0.031, -0.166, 0.388], [0.659, 0.123, -0.751], [-0.153, 0.224, -0.301], [-0.459, -0.526, 0.946], [-0.153, -0.371, 0.891], [-0.037, 1.266, -1.204], [-1.140, -0.741, 1.679], [-0.826, -2.347, 1.348], [-1.228, -0.517, -0.917], [2.496, -1.957, 1.996], [0.356, -0.063, -0.083], [-0.759, 0.429, -0.475], [-0.763, 1.091, -0.799], [0.022, -1.129, -1.212], [0.038, 1.727, 0.255], [0.145, 0.631, -0.300], [0.376, 0.267, 0.063], [-0.287, -0.414, -0.157], [0.338, 0.024, -0.742], [-0.077, -0.137, 0.114], [-0.032, 0.340, 0.317], [-0.488, 0.127, -0.278], [0.883, -0.096, -0.441], [0.332, 0.192, -0.733], [-0.003, -0.016, -0.017], [0.155, 0.179, 0.196], [-0.351, 0.721, -0.851], [-0.620, 0.492, -0.214], [-0.090, 0.180, -0.024], [0.198, 0.765, -0.455], [-0.196, -0.671, -0.428], [-0.129, 0.121, -0.092], [0.443, 0.653, 0.560], [1.233, 0.182, 0.134], [0.347, -0.599, 0.080], [-0.906, 0.290, 0.651], [0.159, 0.060, 0.717], [0.406, 0.031, -0.111], [0.806, -0.363, -0.301], [-0.418, 4.481, 1.607], [-1.116, -4.068, -0.837], [0.793, 2.649, -0.446], [1.036, -0.421, -1.751], [-0.324, -1.145, 0.933], [-0.167, 0.007, -0.113], [0.019, 0.412, -0.205], [-0.030, 0.360, -0.813], [0.157, 0.002, -0.032], [-0.701, 2.241, 1.091], [1.470, -1.568, 0.593], [-0.831, 1.231, 0.928], [-0.796, -0.658, -0.248], [0.032, 0.043, -0.271], [0.304, -0.222, 0.036], [0.486, -0.006, 0.480], [-0.143, -1.187, -0.956], [-0.426, -0.377, 0.771], [-0.130, 0.421, -0.223], [0.653, -0.132, 0.729], [-0.858, 0.135, -0.049], [-0.564, 0.395, -0.208], [0.227, -0.384, 0.619], [-0.229, -0.430, 0.325], [0.209, -0.007, -0.152], [-0.166, -0.333, -0.710], [0.852, -0.405, 0.439], [-0.001, 0.041, -0.030], [0.137, 0.090, -0.024], [0.477, -0.384, -0.320], [0.007, -1.136, -0.296], [-0.353, 0.176, -0.011], [0.133, 0.129, 0.151], [0.417, 0.524, -0.903], [0.506, -0.719, 0.024], [-0.723, 0.123, -0.140], [1.347, 0.871, -0.064], [0.998, -0.206, 0.313], [-1.394, 0.945, 0.015], [-0.664, 0.420, -1.657], [0.069, 0.258, 1.402], [1.131, 0.621, -1.952], [-0.011, 0.013, 0.263], [0.569, -0.640, 1.975], [-1.708, -0.123, -0.250], [0.099, 1.191, 2.208], [1.067, -0.343, -1.625], [-0.170, 0.123, 1.112], [-0.492, 0.165, -0.308], [-0.044, -0.271, 0.662], [-0.124, -0.135, 0.030], [-0.200, -0.833, -0.490], [0.107, -0.001, 0.200], [1.140, 0.224, 0.176], [0.205, -1.259, 0.485], [0.338, -0.919, -0.209], [0.060, 0.386, -0.517], [-0.609, -0.490, 0.439], [-0.152, -0.257, -0.500], [0.635, -0.336, -0.683], [-0.242, 0.683, -0.592], [-0.329, -0.729, 0.368], [-0.619, 0.536, 0.070], [-0.434, 0.407, -0.102], [0.176, -0.071, -0.308], [0.165, -0.590, 0.598], [-0.564, -0.145, 0.183], [-0.386, 0.661, -0.482], [0.620, 0.064, -0.257], [-0.218, -0.256, -0.057], [-0.589, 0.006, -0.481], [0.247, -0.004, 0.140], [1.964, -6.742, -0.254], [0.214, 9.270, 1.565], [0.126, -0.234, 1.143], [0.430, -0.024, -2.497], [-1.416, 1.068, -0.327], [1.543, -4.207, -1.136], [-0.192, 0.688, -1.589], [-2.770, -0.091, 3.447], [-0.029, 0.597, -0.567]],
  "lowdin_spin": [0.000, 0.000, 0.001, 0.000, 0.000, 0.000, 0.000, 0.000, 0.000, 0.000, 0.001, 0.006, 0.000, 0.000, 0.000, 0.000, 0.001, 0.000, 0.000, 0.000, 0.000, 0.000, 0.000, 0.000, 0.003, 0.004, 0.000, 0.000, 0.000, 0.000, 0.000, 0.000, 0.000, 0.000, 0.000, 0.000, 0.000, 0.000, 0.000, 0.000, 0.000, 0.000, 0.001, 0.005, 0.001, 0.000, 0.000, 0.000, 0.000, 0.000, 0.000, 0.001, 0.000, 0.000, 0.000, 0.000, 0.000, 0.000, 0.002, 0.003, 0.001, 0.000, 0.001, 0.000, 0.000, 0.000, 0.000, 0.000, 0.000, 0.000, 0.000, 0.000, 0.000, 0.000, 0.000, 0.000, 0.000, 0.000, 0.000, 0.000, 0.000, 0.061, 0.414, 0.311, 0.091, 0.036, 0.009, 0.011, 0.001, 0.021, 0.007, 0.003, 0.001, 0.003, 0.000, 0.000, 0.000, 0.000, 0.000, 0.000, 0.000, 0.000, 0.000, 0.000, 0.000, 0.000, 0.000, 0.000, 0.000, 0.000, 0.000, 0.000, 0.000, 0.000, 0.000, 0.000, 0.000, 0.000, 0.000, 0.000, 0.000, 0.000, 0.000, 0.000, 0.000, 0.000, 0.000, 0.000, 0.000, 0.000, 0.000, 0.000, 0.000, 0.000, 0.000, 0.000, 0.000, 0.000, 0.000, 0.000, 0.000, 0.000, 0.000, 0.000, 0.000, 0.000, 0.000, 0.000, 0.000, 0.000, 0.000, 0.000, 0.000, 0.000, 0.000, 0.000, 0.000, 0.000, 0.000, 0.000, 0.000, 0.000, 0.000, 0.000, 0.000, 0.000, 0.000, 0.000, 0.000, 0.000, 0.000, 0.000, 0.000, 0.000, 0.000, 0.000, 0.000, 0.000, 0.000, 0.000, 0.000, 0.000, 0.000, 0.000, 0.000, 0.000, 0.000, 0.000, 0.000, 0.000, 0.000, 0.000, 0.000, 0.000, 0.000, 0.000, 0.000, 0.000, 0.000, 0.000, 0.000, 0.000, 0.000, 0.000, 0.000, 0.000, 0.000, 0.000, 0.000, 0.000, 0.000]
}